{"formula": "C3H7N3", "method": "ωB97M-V with the def2-TZVPD basis set", "gap_ha": 0.3569, "homo_energy_ev": -8.66, "e_tot_ha": -282.65580, "e_above_lowest_kj_mol": 311.0, "smiles": "[H]/N=C\\[C@@H]1CN1N", "species": ["C", "C", "C", "N", "N", "N", "H", "H", "H", "H", "H", "H", "H"], "xyz": [[-0.259, -0.452, -0.590], [-1.374, 0.420, 0.115], [0.709, -1.156, 0.317], [-2.676, 0.431, 0.087], [1.158, -0.111, -0.529], [1.487, 1.122, 0.136], [-0.539, -0.769, -1.587], [-0.948, 1.261, 0.620], [0.402, -0.958, 1.325], [1.205, -2.047, 0.070], [-3.075, -0.396, -0.269], [2.105, 0.909, 0.881], [1.806, 1.745, -0.575]]}


{"formula": "C25H44BrClF4N4O9P2S2", "method": "ωB97M-V with the def2-TZVPD basis set", "gap_ha": 0.2324, "homo_energy_ev": -8.31, "e_tot_ha": -6787.37499, "species": ["C", "C", "C", "Br", "C", "S", "O", "O", "F", "C", "C", "C", "C", "C", "C", "N", "P", "C", "O", "O", "C", "C", "C", "C", "C", "C", "C", "C", "C", "C", "C", "Cl", "C", "C", "N", "N", "P", "N", "O", "O", "H", "H", "H", "H", "H", "H", "H", "H", "H", "H", "H", "H", "H", "H", "H", "H", "H", "H", "H", "H", "H", "H", "H", "H", "H", "H", "H", "H", "H", "H", "H", "H", "H", "H", "H", "H", "H", "H", "H", "H", "H", "H", "H", "H", "C", "F", "F", "F", "S", "O", "O", "O"], "xyz": [[-0.431, -1.774, 5.093], [-0.511, -0.977, 3.650], [-0.468, -2.027, 2.507], [-2.262, -2.939, 2.849], [-0.095, -1.744, 0.928], [-0.600, -3.452, 0.272], [-0.092, -3.920, -1.043], [-0.135, -4.598, 1.171], [-2.274, -3.542, -0.085], [-0.862, -0.506, 0.253], [-2.166, 0.048, 1.104], [-3.064, 1.161, 0.319], [-3.924, 1.984, 1.452], [-5.438, 1.370, 1.543], [-6.475, 2.164, 0.623], [-6.818, 3.470, 1.270], [-1.889, -0.720, -1.397], [-1.393, 0.739, -2.581], [-1.492, -1.986, -2.426], [-0.102, 0.669, -0.054], [0.946, 1.130, 0.788], [1.707, 2.231, -0.155], [2.752, 1.862, -1.236], [2.582, 1.625, -2.756], [3.748, 1.319, -3.751], [5.233, 1.257, -3.257], [5.443, 1.532, -1.739], [4.268, 1.825, -0.775], [0.458, 2.131, 1.992], [-0.416, 3.397, 1.557], [0.432, 4.790, 1.444], [-1.518, 3.765, 3.029], [1.856, -0.094, 1.269], [2.584, 0.001, 2.723], [1.431, -1.512, 0.854], [2.201, -2.510, 1.465], [2.147, -1.812, -0.816], [1.299, -1.249, -2.006], [3.727, -1.172, -1.028], [2.640, -3.481, -0.984], [0.037, -1.060, 5.878], [0.260, -2.678, 5.066], [-1.480, -1.998, 5.505], [0.201, -0.133, 3.801], [-1.572, -0.519, 3.743], [0.169, -2.897, 2.940], [-1.866, 0.622, 2.034], [-2.942, -0.778, 1.257], [-2.465, 1.938, -0.241], [-3.936, 0.699, -0.280], [-3.510, 1.858, 2.505], [-4.007, 3.095, 1.218], [-5.811, 1.363, 2.639], [-5.408, 0.253, 1.236], [-6.048, 2.283, -0.432], [-7.439, 1.541, 0.560], [-7.342, 3.251, 2.142], [-7.477, 3.962, 0.640], [-1.680, 0.420, -3.657], [-0.264, 0.857, -2.591], [-1.994, 1.678, -2.369], [-2.215, -2.640, -2.522], [2.249, 2.964, 0.559], [0.848, 2.760, -0.727], [1.549, 1.700, -3.213], [3.569, 1.149, -4.877], [6.090, 1.050, -3.986], [6.512, 1.519, -1.355], [4.560, 2.019, 0.323], [-0.127, 1.623, 2.815], [1.384, 2.608, 2.500], [-0.989, 3.307, 0.582], [0.760, 4.885, 0.342], [-0.193, 5.707, 1.689], [1.411, 4.717, 2.047], [2.832, 0.151, 0.675], [2.189, -0.751, 3.491], [3.709, -0.285, 2.667], [2.577, 1.024, 3.201], [2.172, -2.634, 2.467], [3.202, -2.286, 1.255], [1.049, -2.049, -2.636], [3.967, -1.488, -1.936], [2.561, -3.745, -1.942], [1.068, -4.923, -5.879], [1.890, -5.998, -5.936], [0.499, -4.821, -7.103], [0.067, -5.262, -5.028], [1.952, -3.369, -5.366], [2.979, -3.159, -6.377], [2.496, -3.658, -4.038], [0.930, -2.328, -5.355]]}


Number 1: LUMO energy 1.0512 eV. Number 2: LUMO energy -1.9881 eV.